Record 1
17
Properties=species:S:1:pos:R:3 method="wB97M-V/def2-TZVPD" homo_energy_ev=-13.2682 e_lumo_ev=-3.53 charge=+1 gap_ev=9.740 e_above_lowest_kj_mol=224.4
H -1.141 3.141 0.731
C -0.195 -0.967 0.283
H 1.172 1.743 -2.040
N -0.659 2.289 0.475
N -0.772 -2.358 0.344
C -0.058 2.318 -0.765
H -0.452 3.101 -1.416
H -1.366 -2.535 1.152
H 1.933 -0.275 0.398
H -0.561 -0.458 -0.601
H 0.055 -2.993 0.348
C 1.321 -1.163 0.235
O 1.748 -2.279 0.080
H -0.494 -0.432 1.180
N 0.818 1.465 -1.127
H -0.038 1.987 1.215
H -1.311 -2.584 -0.491


Record 2
11
Properties=species:S:1:pos:R:3 method="wB97M-V/def2-TZVPD" homo_energy_ev=-8.9941 e_lumo_ev=-0.50 gap_ev=8.492 smiles="S=C(S)CCCl" e_above_lowest_kj_mol=58.7
H 0.613 -1.268 -0.637
H 0.443 0.174 -1.459
C 0.333 -0.240 -0.468
S -1.905 -1.467 0.100
C 1.302 0.216 0.615
C -1.017 -0.123 -0.159
H 1.335 1.250 0.866
H -0.516 2.219 -0.017
Cl 2.919 -0.124 -0.090
S -1.630 1.528 -0.018
H 1.353 -0.368 1.541


Record 3
60
Properties=species:S:1:pos:R:3 method="wB97M-V/def2-TZVPD" homo_energy_ev=-3.6424 e_lumo_ev=2.00 charge=-1 gap_ev=5.641
H -1.149 3.780 4.923
H -3.942 -3.376 -6.774
F -0.480 0.533 0.882
C 0.011 3.706 5.194
H -1.047 -3.049 -0.445
H 5.911 2.062 5.102
H 3.060 5.782 3.676
F -2.434 -2.688 -1.831
C -2.003 -2.721 -6.038
H 5.002 4.791 3.683
H 0.263 2.633 5.616
F -1.085 -1.161 -1.064
F -2.487 -1.481 -5.710
F -2.505 -4.540 -7.511
H 3.732 0.871 4.796
F -0.118 -4.944 -7.342
H 1.509 6.561 2.923
H 1.569 2.495 1.104
H 1.250 1.034 3.246
F -1.714 2.535 -0.557
C -1.720 0.969 1.228
F -0.743 -2.509 -6.503
H -2.179 -0.081 3.018
H 6.339 4.554 5.014
H 3.059 2.439 5.599
C -2.748 -2.010 0.437
Nb 2.415 2.312 2.696
H 4.500 4.560 5.572
P 0.961 4.192 3.611
H 3.434 0.982 1.957
C 0.007 -5.910 -6.395
H 1.042 -5.903 -6.044
H -3.410 2.008 0.336
F -0.734 -6.618 -4.260
F -2.266 -5.857 -5.590
F -1.516 1.974 2.139
O -0.814 -4.422 -4.604
H 3.689 3.487 2.131
C -2.463 -0.159 1.961
F -0.226 -7.095 -7.017
H 0.172 4.534 6.039
F -3.764 -1.183 0.091
H -3.551 -0.014 1.960
C 5.239 4.250 4.718
F -3.333 -3.177 0.822
F -2.705 0.640 -0.928
O -2.102 -1.496 1.601
C 3.585 2.044 4.632
H -1.789 -2.808 -3.925
C 5.125 2.639 4.425
C -0.969 -5.695 -5.231
H 5.460 2.410 3.303
H 1.595 6.400 4.806
C -1.928 -3.535 -4.736
C -2.459 1.557 0.032
H -2.877 -4.030 -4.497
C -2.904 -3.311 -7.116
F -2.890 -2.529 -8.232
C -1.773 -2.279 -0.717
C 1.898 5.846 3.793